{
  "formula": "C7H19KOP",
  "method": "ωB97M-V/def2-TZVPD",
  "charge": 1,
  "e_homo_ha": -0.4506,
  "spin_multiplicity": 1,
  "species": ["H", "C", "C", "K", "C", "H", "H", "C", "H", "H", "H", "C", "H", "H", "O", "H", "P", "H", "H", "H", "C", "H", "H", "H", "H", "H", "H", "H", "C"],
  "positions_angstrom": [[0.69671, 1.69580, 2.39769], [-3.01667, 2.28753, 1.53486], [0.62437, -2.95192, 1.03507], [0.69371, 0.09216, -0.35911], [1.58085, -2.77892, -0.12114], [-0.10842, -1.77644, -3.64152], [-3.68012, 2.39306, 0.67627], [-0.37353, 1.86536, 2.54891], [1.97581, -2.84423, -2.74621], [0.31924, 3.20095, -0.17286], [-0.71238, 1.11570, 3.26474], [1.64935, -1.86854, -2.38629], [-3.01406, 3.23051, 2.08272], [-0.79342, 4.15411, 0.77361], [0.89045, -2.05744, -1.16810], [1.13546, -3.46619, 1.84983], [-1.35980, 1.75643, 0.98712], [-3.46172, 1.52342, 2.17267], [1.33082, -0.99272, -4.30974], [-0.46084, 2.84868, 3.01481], [0.76393, -1.17272, -3.39561], [2.56102, -1.29425, -2.16870], [-1.30639, 3.46983, -0.77428], [1.91181, -3.73724, -0.52166], [2.48780, -2.23043, 0.16969], [-0.24614, -3.53922, 0.74632], [0.39190, -0.19023, -3.07394], [0.24979, -2.00747, 1.45457], [-0.72956, 3.27442, 0.13032]],
  "atomic_forces_ev_per_a": [[-0.05, -0.04, -0.19], [-0.19, 0.01, 0.05], [-0.01, -0.05, 0.26], [0.10, 1.18, 0.33], [-0.24, 0.23, -0.59], [0.06, -0.06, 0.03], [0.09, 0.01, -0.08], [-0.09, 0.09, 0.10], [-0.01, -0.04, -0.12], [-0.01, -0.20, 0.06], [-0.07, -0.01, -0.03], [-0.28, -0.25, 0.56], [0.14, 0.02, -0.01], [-0.09, -0.02, 0.03], [0.49, -1.16, -0.50], [-0.05, -0.04, -0.02], [0.08, 0.48, 0.23], [0.10, -0.05, 0.02], [-0.04, -0.06, -0.01], [-0.09, 0.01, -0.01], [0.00, 0.12, -0.19], [-0.01, 0.06, 0.02], [-0.06, -0.04, 0.03], [-0.02, -0.12, 0.07], [-0.01, 0.06, 0.03], [0.06, -0.02, -0.06], [0.14, -0.15, 0.08], [0.16, -0.07, -0.16], [-0.10, 0.10, 0.08]]
}